(1)
64
Properties=species:S:1:pos:R:3:forces:R:3 method="wB97M-V/def2-TZVPD" homo_lumo_gap_ev=8.85 molar_mass_g_mol=480.61 homo_ev=-10.994 smiles="Cc1c(NC(=O)c2c(NC(=O)CNC3CC3)sc3c2CCCC3)c(O)n(-c2ccccc2)[n+]1C" total_charge=+1
C 1.206212 1.716817 -2.576275 -0.026 0.017 -0.131
C 1.676899 0.769589 -1.541254 0.065 -0.429 0.439
C 0.964099 -0.004152 -0.626460 0.538 -0.040 0.080
N -0.427404 -0.047164 -0.520812 -0.237 0.085 -0.175
C -1.166131 -0.791220 0.328726 0.301 0.446 -0.356
O -0.687502 -1.560097 1.164275 0.150 -0.175 0.220
C -2.628256 -0.677128 0.165848 -0.609 0.371 0.144
C -3.389590 0.464782 0.168303 -0.309 -0.613 -0.102
N -3.041208 1.816841 0.298991 -0.290 0.223 0.191
C -2.364474 2.558170 -0.609419 -0.027 0.145 0.241
O -1.740743 2.058992 -1.537959 -0.106 0.109 -0.261
C -2.316591 4.048965 -0.314814 0.246 0.045 -0.088
N -1.097282 4.415741 0.382984 0.198 0.217 -0.263
C -0.944112 3.871844 1.695963 0.120 -0.138 0.152
C 0.413443 3.818773 2.316872 -0.123 0.123 0.038
C -0.282185 2.539084 1.944953 -0.091 -0.155 0.055
S -5.089667 0.106928 0.067297 0.695 -0.292 -0.090
C -4.766198 -1.592101 0.009039 0.128 0.502 0.138
C -3.436252 -1.858872 0.086492 -0.140 0.032 -0.084
C -2.911604 -3.260609 0.051018 0.024 -0.226 0.157
C -4.029853 -4.263067 0.332861 0.049 0.014 -0.300
C -5.259805 -3.948334 -0.513281 -0.058 0.001 0.236
C -5.853099 -2.602989 -0.092555 -0.210 -0.200 -0.063
C 1.927344 -0.722805 0.113932 -0.242 0.185 -0.201
O 1.817123 -1.586028 1.079506 -0.189 -0.118 0.120
N 3.143454 -0.382688 -0.362315 -0.440 -0.240 0.360
C 4.385561 -0.916469 0.074793 0.558 -0.188 0.099
C 5.206518 -1.585509 -0.825056 -0.144 0.001 0.105
C 6.400798 -2.121926 -0.377680 0.010 0.034 -0.038
C 6.763825 -1.999410 0.954033 -0.015 0.000 0.007
C 5.932750 -1.341201 1.845927 -0.009 -0.011 -0.011
C 4.739122 -0.792322 1.411175 -0.065 0.071 -0.157
N 2.991323 0.522475 -1.365964 -0.602 0.050 0.030
C 4.095362 1.137111 -2.045116 0.533 0.280 -0.346
H 1.707946 2.678380 -2.473886 -0.015 0.077 0.005
H 1.429476 1.332274 -3.570903 0.026 -0.017 -0.081
H 0.134879 1.876413 -2.500304 0.053 0.047 -0.017
H -0.939636 0.612147 -1.126579 -0.088 -0.175 0.189
H -3.589442 2.326461 0.980367 0.208 0.019 -0.068
H -3.169525 4.360553 0.292462 -0.016 0.004 -0.062
H -2.335343 4.591736 -1.262597 -0.137 -0.139 0.072
H -0.282365 4.224714 -0.189600 -0.052 0.091 -0.006
H -1.776039 4.145981 2.334289 0.052 -0.024 0.128
H 0.508724 4.070539 3.360525 -0.026 0.018 0.094
H 1.255528 4.132361 1.718600 0.042 0.043 -0.139
H -0.656558 1.900137 2.729234 -0.037 -0.050 0.135
H 0.097541 2.001129 1.088151 0.007 0.029 -0.137
H -2.482471 -3.452187 -0.938250 0.064 -0.055 0.015
H -2.113306 -3.372368 0.785573 -0.030 -0.030 -0.114
H -4.299349 -4.218482 1.389449 0.007 -0.047 0.081
H -3.673898 -5.270959 0.118827 -0.003 -0.021 0.077
H -4.975358 -3.908916 -1.566454 -0.023 -0.030 -0.071
H -6.010957 -4.729077 -0.395268 -0.020 -0.001 -0.074
H -6.344922 -2.701949 0.880635 -0.045 -0.014 -0.048
H -6.611247 -2.274086 -0.806393 -0.024 -0.026 0.040
H 0.803998 -1.713867 1.267650 0.396 0.230 -0.280
H 4.907376 -1.699661 -1.855997 -0.053 -0.013 -0.110
H 7.042369 -2.643916 -1.069827 0.062 -0.048 -0.065
H 7.693544 -2.424191 1.297896 0.093 -0.042 0.037
H 6.212274 -1.252710 2.883635 0.024 0.010 0.101
H 4.082247 -0.283175 2.098221 -0.078 0.063 0.066
H 5.011655 0.944814 -1.490064 -0.092 0.059 -0.050
H 4.201412 0.741504 -3.057509 0.026 -0.015 0.070
H 3.939599 2.214370 -2.105882 -0.006 -0.071 0.064

***

(2)
10
Properties=species:S:1:pos:R:3:forces:R:3 method="wB97M-V/def2-TZVPD" homo_lumo_gap_ev=6.63 molar_mass_g_mol=109.02 homo_ev=0.892 smiles="CNP(=O)([O-])[O-]" total_charge=-2 relative_energy_kj_mol=0.0
C -1.360263 0.092532 0.020146 1.207 2.524 2.973
N -0.342453 -0.556992 -0.699440 1.824 0.211 -0.397
P 1.519425 0.162473 -0.055863 -1.399 -0.605 2.137
O 1.186773 0.680000 1.376625 -0.097 -0.534 -1.244
O 2.347010 -1.090840 -0.077059 0.237 -0.812 -0.292
O 1.916179 1.252490 -0.990378 -0.172 0.696 -1.154
H -0.787393 0.697138 0.895423 -1.527 -0.769 -1.484
H -1.906214 0.804238 -0.570798 -0.722 0.673 -0.440
H -2.063482 -0.523953 0.574743 -0.436 -0.560 -0.065
H -0.509582 -1.517084 -0.473398 1.084 -0.824 -0.034

***

(3)
31
Properties=species:S:1:pos:R:3:forces:R:3 method="wB97M-V/def2-TZVPD" homo_lumo_gap_ev=8.74 molar_mass_g_mol=180.28 homo_ev=-12.380 total_charge=+1 relative_energy_kj_mol=502.7
C -3.364272 0.799120 0.358090 -1.259 0.057 -0.750
C -2.026322 0.844963 -0.266828 0.684 1.419 0.762
C -1.093042 1.767649 -0.036132 -2.303 0.675 0.137
C 0.274289 1.645569 -0.505993 1.865 2.397 -0.156
C 1.212134 0.841809 0.447859 -2.394 0.100 0.701
C 2.388574 1.590433 0.910560 0.391 3.665 -1.764
N 1.685723 -0.371705 -0.158796 0.493 -1.242 -0.488
C 2.308653 -0.263918 -1.483697 -0.970 -1.686 -0.917
N 1.074834 -1.572089 0.222403 3.059 0.953 -0.904
C -0.157855 -1.896891 0.126235 -4.304 -1.334 1.540
C -0.681574 -3.036204 1.016124 0.045 0.831 -0.301
N -1.074880 -1.349456 -0.619172 1.482 0.042 -0.309
C -1.722365 -0.356077 -1.015308 -1.240 -0.934 -1.201
H -3.838142 1.700628 0.781208 1.174 -0.280 0.565
H -3.277028 -0.090108 0.967571 -0.752 0.117 0.946
H -4.138513 0.586259 -0.366252 -0.144 -0.605 -0.620
H -1.483760 2.701216 0.441622 0.784 -0.891 -0.121
H 0.334632 1.336380 -1.530706 -0.177 -1.023 -0.486
H 0.667591 2.694691 -0.694208 -0.130 -0.997 0.834
H 0.633331 0.533222 1.396521 0.606 0.417 -1.503
H 3.102124 1.887231 0.085057 -0.623 -0.565 1.033
H 2.779879 1.025070 1.635197 2.479 -2.448 2.323
H 2.215362 2.510576 1.494164 -0.677 -0.006 -0.691
H 3.155303 -1.044432 -1.621825 -1.510 1.333 0.152
H 1.486151 -0.358417 -2.306483 1.680 -0.034 1.050
H 2.708448 0.742733 -1.530279 0.237 -0.123 -0.210
H 1.709958 -2.350442 0.328647 0.303 0.099 0.680
H 0.081417 -3.561102 1.530382 1.040 -0.817 -0.098
H -1.381995 -3.648228 0.507356 -0.078 -0.920 -0.961
H -1.302916 -2.751302 1.851921 -0.120 1.314 0.237
H -2.275736 -0.557180 -1.965231 0.361 0.485 0.521